No. 1
Formula: C5H6S
Source: the OMol25 dataset
Level of theory: wB97M-V/def2-TZVPD

ORCA input file:
```
! RIJCOSX wB97M-V def2-TZVPD def2/J DEFGRID3
* xyz 0 1
C 0.261 0.904 1.761
C 0.747 0.248 0.713
C 0.019 -0.268 -0.430
C 0.780 -0.603 -1.482
C -1.479 -0.367 -0.473
S -2.369 -0.313 -1.843
H 0.869 1.109 2.636
H -0.750 1.239 1.852
H 1.802 0.011 0.623
H 0.228 -0.865 -2.436
H 1.896 -0.689 -1.439
H -2.004 -0.405 0.517
*
```

Properties
HOMO-LUMO gap, eV: 7.98
SMILES: C=CC(=C)C=S
HOMO level, eV: -8.79
Lowest unoccupied orbital energy, eV: -0.818
Energy relative to the best compared isomer or geometry (same formula, charge and spin), kJ/mol: 121.8

***

No. 2
Formula: C4H5NO
Source: the OMol25 dataset
Level of theory: wB97M-V/def2-TZVPD

ORCA input file:
```
! RIJCOSX wB97M-V def2-TZVPD def2/J DEFGRID3
* xyz 0 3
C -0.394 -0.050 -0.134
C -0.997 1.495 -0.533
C -1.753 0.295 -0.669
C 1.722 -0.891 0.742
N 0.337 -1.107 0.230
O -0.660 2.648 -0.572
H -2.496 0.246 0.082
H -2.168 -0.098 -1.694
H 1.951 -1.432 1.575
H 2.299 -1.281 -0.023
H 2.157 0.175 0.998
*
```

Properties
HOMO-LUMO gap (alpha / beta), eV: 7.53 / 8.58
⟨S²⟩: 2.019
HOMO level (alpha / beta), eV: -6.56 / -10.55
Lowest unoccupied orbital energy (alpha / beta), eV: 0.972 / -1.967
Energy relative to the best compared isomer or geometry (same formula, charge and spin), kJ/mol: 165.3

***

No. 3
Formula: C18H19N3O
Source: the OMol25 dataset
Level of theory: wB97M-V/def2-TZVPD

ORCA input file:
```
! RIJCOSX wB97M-V def2-TZVPD def2/J DEFGRID3
* xyz 0 1
O 4.342 0.364 -0.439
C 3.298 -0.525 -0.073
C 3.605 -1.440 1.038
C 2.636 -2.448 1.505
C 1.339 -2.478 0.805
C 1.035 -1.561 -0.306
C 2.003 -0.548 -0.799
C 1.666 0.381 -2.012
N 1.918 1.816 -1.800
C 0.727 2.540 -1.314
C 0.718 2.756 0.262
C -0.744 2.972 0.844
C -1.422 1.552 0.888
C -1.377 0.731 2.132
N -1.890 -0.512 2.298
C -2.477 -0.927 1.108
C -3.079 -2.308 1.089
C -3.724 -2.843 -0.084
C -3.852 -2.027 -1.339
C -3.279 -0.699 -1.330
C -2.578 -0.138 -0.125
N -2.041 1.139 -0.247
H 4.137 1.210 0.009
H 4.606 -1.412 1.540
H 2.917 -3.144 2.327
H 0.592 -3.245 1.142
H 0.037 -1.671 -0.805
H 2.339 0.054 -2.865
H 0.619 0.165 -2.375
H 2.742 1.995 -1.231
H 0.775 3.577 -1.770
H -0.209 2.066 -1.701
H 1.174 1.899 0.831
H 1.292 3.709 0.476
H -0.774 3.503 1.827
H -1.312 3.577 0.077
H -0.863 1.185 3.023
H -3.050 -2.975 1.992
H -4.139 -3.876 -0.087
H -4.354 -2.366 -2.272
H -3.352 -0.048 -2.240
*
```

Properties
HOMO-LUMO gap, eV: 8.19
SMILES: Oc1ccccc1CNCCCc1cnc2ccccc2n1
HOMO level, eV: -8.64
Lowest unoccupied orbital energy, eV: -0.446
Energy relative to the best compared isomer or geometry (same formula, charge and spin), kJ/mol: 459.5

***

No. 4
Formula: CHClINO
Source: the OMol25 dataset
Level of theory: wB97M-V/def2-TZVPD

ORCA input file:
```
! RIJCOSX wB97M-V def2-TZVPD def2/J DEFGRID3
* xyz 0 1
O 1.668 0.891 0.046
C 0.884 -0.007 0.029
N -0.440 0.014 0.089
Cl -1.611 1.725 -0.076
I -1.675 -1.538 -0.097
H 1.174 -1.085 0.009
*
```

Properties
HOMO-LUMO gap, eV: 7.56
SMILES: O=CN(Cl)I
HOMO level, eV: -9.93
Lowest unoccupied orbital energy, eV: -2.370
Energy relative to the best compared isomer or geometry (same formula, charge and spin), kJ/mol: 123.3

***

No. 5
Formula: C11H41CaN12O10
Source: the OMol25 dataset
Level of theory: wB97M-V/def2-TZVPD

ORCA input file:
```
! RIJCOSX wB97M-V def2-TZVPD def2/J DEFGRID3
* xyz 1 1
Ca 2.288 2.574 -1.837
C -0.361 -0.236 0.665
C 0.412 0.397 -0.508
O 0.628 1.772 -0.353
H -1.370 0.144 0.835
H 0.140 -0.048 1.621
H -0.488 -1.315 0.545
H -0.326 0.296 -1.323
H 1.319 -0.183 -0.729
C -2.475 2.532 -0.876
O -1.573 3.583 -0.637
H -2.454 1.823 -0.043
H -3.513 2.852 -0.965
H -2.181 2.033 -1.806
H -0.701 3.170 -0.581
C -2.313 0.118 -4.243
O -3.385 -0.811 -4.128
H -2.181 0.406 -5.284
H -2.542 1.061 -3.740
H -1.391 -0.277 -3.810
H -3.511 -0.989 -3.190
C 2.228 2.172 2.765
O 1.270 3.036 2.162
H 2.657 1.558 1.971
H 2.896 2.809 3.348
H 1.804 1.549 3.561
H 0.905 2.561 1.397
C 2.166 -3.659 -1.854
O 3.132 -2.927 -2.089
N 2.230 -5.011 -1.900
N 0.951 -3.187 -1.433
H 3.087 -5.417 -2.233
H 1.433 -5.573 -1.674
H 0.467 -3.769 -0.768
H 0.804 -2.212 -1.224
C 4.494 0.246 -0.384
O 3.725 0.848 -1.159
N 4.478 -1.087 -0.242
N 5.368 0.853 0.472
H 4.719 -1.512 0.633
H 3.878 -1.607 -0.877
H 6.179 0.383 0.824
H 5.299 1.856 0.504
C -3.417 3.077 3.164
O -4.336 2.427 3.669
N -3.413 4.437 3.258
N -2.335 2.538 2.550
H -2.558 4.961 3.196
H -4.177 4.860 3.751
H -1.762 3.213 2.075
H -2.403 1.575 2.275
C -4.086 -0.289 1.776
O -3.693 -0.934 0.796
N -5.102 0.616 1.739
N -3.633 -0.523 3.027
H -5.492 0.920 2.611
H -5.549 0.859 0.876
H -2.999 -1.284 3.175
H -3.779 0.134 3.779
C 0.968 -2.951 3.405
O 1.298 -2.363 4.428
N -0.300 -3.220 3.017
N 1.916 -3.530 2.590
H -1.072 -2.955 3.601
H -0.483 -3.740 2.185
H 2.886 -3.464 2.828
H 1.605 -3.993 1.762
C 1.901 0.243 -4.345
O 2.336 1.255 -3.742
N 1.067 0.370 -5.397
N 2.258 -1.027 -4.047
H 0.644 -0.457 -5.771
H 0.955 1.264 -5.841
H 2.666 -1.117 -3.127
H 1.893 -1.713 -4.674
*
```

Properties
HOMO-LUMO gap, eV: 7.22
HOMO level, eV: -11.04
Lowest unoccupied orbital energy, eV: -3.821
Energy relative to the best compared isomer or geometry (same formula, charge and spin), kJ/mol: 0.0

***

No. 6
Formula: C4H8Si
Source: the OMol25 dataset
Level of theory: wB97M-V/def2-TZVPD

ORCA input file:
```
! RIJCOSX wB97M-V def2-TZVPD def2/J DEFGRID3
* xyz 0 1
C -0.251 0.751 -1.191
C 0.966 0.890 -0.676
Si 1.218 -0.014 0.948
C -0.391 -0.995 0.796
C -1.266 -0.099 -0.532
H -0.560 1.258 -2.097
H 1.693 1.524 -1.158
H 2.401 -0.878 1.018
H 1.238 0.942 2.064
H -1.052 -1.020 1.649
H -0.245 -2.001 0.425
H -2.046 0.485 -0.053
H -1.706 -0.842 -1.191
*
```

Properties
HOMO-LUMO gap, eV: 10.82
SMILES: C1=C[SiH2]CC1
HOMO level, eV: -9.66
Lowest unoccupied orbital energy, eV: 1.161
Energy relative to the best compared isomer or geometry (same formula, charge and spin), kJ/mol: 10.7